DFT (the ωB97M-V functional and the def2-TZVPD basis) results for a structure of composition C3H7N3S2.

Each line ends with the natural charge from an NBO analysis.
Element x y z (Å)
C -0.27 1.69 0.42  -0.42
C -0.26 -0.65 -0.28  0.55
C 2.28 -0.23 -0.38  -0.10
H -0.41 1.17 1.64  0.19
H 0.87 1.68 0.20  0.19
H -0.70 2.68 0.10  0.23
H -1.42 0.84 -1.07  0.39
H 1.30 -2.11 -0.20  0.44
H 2.04 0.73 -0.81  0.20
H -3.55 -2.16 1.08  0.18
N -0.61 0.69 -0.59  -0.68
N 1.13 -1.03 -0.27  -0.62
N -1.16 -1.51 0.04  -0.57
S 3.66 -0.86 0.15  -0.04
S -2.91 -0.92 -0.01  0.06

Summary:
frontier orbital gap = 8.46 eV
energy relative to the best compared isomer or geometry (same formula, charge and spin) = 430.4 kJ/mol